(1)
{
  "formula": "C48H109OP3",
  "method": "wB97M-V/def2-TZVPD",
  "homo_ha": -0.4036,
  "total_charge": 2,
  "e_above_lowest_kcal_mol": 807.6,
  "multiplicity": 1,
  "e_tot_ev": -81412.87134,
  "elements": ["O", "H", "C", "C", "C", "C", "P", "C", "C", "C", "C", "C", "C", "C", "C", "C", "C", "C", "C", "H", "H", "H", "H", "H", "H", "H", "H", "H", "H", "H", "H", "H", "H", "H", "H", "H", "H", "H", "H", "H", "H", "H", "H", "H", "H", "H", "H", "H", "H", "H", "H", "H", "H", "H", "H", "C", "C", "C", "C", "P", "C", "C", "C", "C", "C", "C", "C", "C", "C", "C", "C", "C", "H", "H", "H", "H", "H", "H", "H", "H", "H", "H", "H", "H", "H", "H", "H", "H", "H", "H", "H", "H", "H", "H", "H", "H", "H", "H", "H", "H", "H", "H", "H", "H", "H", "H", "H", "H", "C", "C", "C", "C", "P", "C", "C", "C", "C", "C", "C", "C", "C", "C", "C", "C", "C", "H", "H", "H", "H", "H", "H", "H", "H", "H", "H", "H", "H", "H", "H", "H", "H", "H", "H", "H", "H", "H", "H", "H", "H", "H", "H", "H", "H", "H", "H", "H", "H", "H", "H", "H", "H"],
  "coordinates": [[-0.72, 1.17, 0.28], [-0.85, 0.40, -0.30], [-2.86, -3.20, 3.82], [-2.53, -2.34, 2.56], [-1.17, -1.73, 2.78], [-0.92, -0.76, 1.57], [0.69, 0.15, 1.59], [1.53, -0.03, -0.06], [2.79, 0.78, -0.38], [2.84, 1.30, -1.84], [4.14, 1.88, -2.48], [1.77, -0.51, 2.90], [3.12, 0.23, 3.05], [4.16, -0.56, 3.81], [5.52, 0.07, 3.85], [0.51, 1.90, 2.08], [-0.10, 2.13, 3.50], [-0.34, 3.65, 3.86], [0.95, 4.50, 3.82], [-2.28, -4.12, 3.88], [-3.93, -3.31, 3.69], [-2.65, -2.72, 4.78], [-3.23, -1.51, 2.57], [-2.68, -2.85, 1.61], [-0.35, -2.44, 2.76], [-1.12, -1.11, 3.69], [-1.74, -0.05, 1.52], [-0.79, -1.39, 0.69], [0.75, 0.31, -0.74], [1.66, -1.09, -0.24], [3.66, 0.18, -0.13], [2.87, 1.61, 0.32], [2.08, 2.06, -2.00], [2.56, 0.47, -2.49], [4.18, 2.89, -2.07], [3.88, 1.99, -3.53], [5.03, 1.27, -2.29], [1.79, -1.57, 2.64], [1.26, -0.51, 3.86], [3.09, 1.26, 3.41], [3.54, 0.36, 2.05], [4.20, -1.60, 3.49], [3.69, -0.74, 4.78], [6.20, -0.17, 4.68], [5.41, 1.15, 3.80], [5.93, -0.21, 2.88], [-0.13, 2.46, 1.40], [1.52, 2.29, 2.01], [0.48, 1.54, 4.20], [-1.05, 1.59, 3.46], [-0.68, 3.70, 4.89], [-1.19, 4.06, 3.30], [1.40, 4.68, 2.84], [1.69, 4.11, 4.53], [0.88, 5.47, 4.31], [-2.55, 1.97, 5.19], [-2.69, 0.91, 4.01], [-3.14, 1.31, 2.59], [-2.08, 2.32, 2.00], [-2.22, 2.74, 0.22], [-3.37, 4.21, 0.18], [-3.19, 5.07, -1.08], [-4.28, 6.18, -1.00], [-5.75, 5.70, -1.06], [-0.64, 3.42, -0.54], [0.15, 4.48, 0.33], [1.47, 5.00, -0.31], [2.28, 5.96, 0.69], [-2.97, 1.37, -0.87], [-2.78, 1.46, -2.41], [-3.56, 0.41, -3.17], [-2.97, 0.23, -4.60], [-1.87, 1.51, 5.90], [-3.54, 2.18, 5.60], [-2.08, 2.84, 4.73], [-3.39, 0.15, 4.36], [-1.79, 0.31, 3.95], [-4.14, 1.75, 2.60], [-3.28, 0.38, 2.03], [-1.09, 1.87, 1.98], [-2.00, 3.25, 2.56], [-3.16, 4.79, 1.08], [-4.38, 3.85, 0.35], [-3.45, 4.48, -1.96], [-2.19, 5.47, -1.17], [-4.17, 6.86, -1.84], [-3.96, 6.89, -0.23], [-6.23, 5.53, -0.10], [-5.88, 4.76, -1.60], [-6.39, 6.46, -1.50], [-0.76, 3.90, -1.51], [0.06, 2.62, -0.76], [0.37, 4.18, 1.35], [-0.44, 5.38, 0.55], [1.31, 5.71, -1.13], [2.05, 4.20, -0.76], [3.27, 5.57, 0.94], [1.71, 6.12, 1.61], [2.38, 6.95, 0.25], [-4.04, 1.40, -0.68], [-2.50, 0.45, -0.51], [-1.71, 1.48, -2.61], [-3.21, 2.44, -2.65], [-4.60, 0.71, -3.28], [-3.60, -0.58, -2.72], [-1.95, -0.12, -4.47], [-2.91, 1.16, -5.15], [-3.49, -0.51, -5.22], [0.09, -8.14, 0.62], [1.17, -7.18, 1.06], [1.68, -6.17, -0.03], [0.53, -5.15, -0.56], [1.06, -4.04, -1.92], [-0.07, -2.64, -2.08], [-0.25, -1.66, -0.90], [-1.34, -0.59, -1.06], [-2.68, -1.11, -1.51], [2.64, -3.12, -1.49], [3.16, -2.00, -2.45], [4.21, -1.16, -1.71], [4.58, 0.05, -2.54], [1.22, -5.02, -3.40], [1.60, -4.37, -4.71], [1.14, -5.18, -5.83], [-0.39, -5.24, -6.10], [0.24, -8.50, -0.40], [-0.80, -7.51, 0.57], [-0.15, -8.99, 1.26], [1.90, -7.83, 1.54], [0.81, -6.61, 1.92], [2.03, -6.61, -0.96], [2.50, -5.63, 0.46], [0.29, -4.62, 0.36], [-0.34, -5.69, -0.92], [-1.03, -3.11, -2.27], [0.32, -2.03, -2.90], [0.75, -1.27, -0.72], [-0.47, -2.21, 0.01], [-0.86, 0.05, -1.80], [-1.53, 0.05, -0.20], [-2.96, -1.83, -0.75], [-2.51, -1.61, -2.47], [-3.42, -0.33, -1.66], [3.40, -3.82, -1.14], [2.45, -2.66, -0.52], [2.45, -1.26, -2.80], [3.56, -2.47, -3.34], [5.19, -1.63, -1.62], [3.92, -0.84, -0.72], [4.70, -0.23, -3.58], [5.46, 0.53, -2.10], [3.85, 0.86, -2.53], [0.26, -5.53, -3.51], [1.89, -5.81, -3.06], [2.68, -4.24, -4.80], [1.10, -3.40, -4.77], [1.58, -6.18, -5.74], [1.59, -4.73, -6.72], [-0.94, -5.88, -5.40], [-0.54, -5.66, -7.09], [-0.84, -4.25, -6.13]],
  "lowdin_charge": [-0.631, -0.157, -0.078, -0.243, -0.224, -0.234, 1.120, -0.206, -0.160, -0.178, -0.184, -0.247, -0.239, -0.292, -0.088, -0.277, -0.207, -0.202, -0.072, 0.074, 0.077, 0.076, 0.088, 0.111, 0.106, 0.087, 0.075, 0.015, 0.087, 0.048, 0.076, 0.111, 0.122, 0.108, 0.102, 0.151, -0.007, 0.089, 0.096, 0.119, 0.085, 0.109, 0.112, 0.086, 0.076, 0.076, 0.028, 0.104, 0.121, 0.022, 0.099, 0.085, 0.028, 0.083, 0.083, -0.029, -0.249, -0.152, -0.280, 1.113, -0.270, -0.243, -0.248, -0.099, -0.210, -0.219, -0.195, -0.071, -0.224, -0.194, -0.285, -0.066, 0.094, 0.087, 0.025, 0.113, 0.053, 0.120, 0.078, -0.016, 0.068, 0.094, 0.089, 0.095, 0.097, 0.100, 0.108, 0.066, 0.072, 0.074, 0.091, 0.069, 0.047, 0.112, 0.097, 0.076, 0.069, 0.044, 0.069, 0.122, 0.011, 0.112, 0.109, 0.132, 0.029, 0.059, 0.078, 0.078, -0.115, -0.256, -0.183, -0.228, 1.040, -0.223, -0.232, -0.281, -0.081, -0.215, -0.185, -0.204, -0.177, -0.264, -0.270, -0.272, -0.076, 0.079, 0.063, 0.086, 0.111, 0.103, 0.088, 0.099, 0.086, 0.092, 0.099, 0.100, -0.002, 0.100, 0.146, 0.013, 0.127, 0.104, 0.034, 0.102, 0.073, 0.096, 0.113, 0.131, 0.061, 0.153, 0.132, -0.176, 0.101, 0.105, 0.122, 0.112, 0.124, 0.119, 0.065, 0.079, 0.074]
}

(2)
{
  "formula": "C48H120BF4N8O16Sr",
  "method": "wB97M-V/def2-TZVPD",
  "homo_ha": -0.3741,
  "total_charge": 1,
  "multiplicity": 1,
  "e_tot_ev": -108779.15599,
  "elements": ["Sr", "B", "F", "F", "F", "F", "C", "O", "C", "C", "N", "C", "C", "O", "C", "H", "H", "H", "H", "H", "H", "H", "H", "H", "H", "H", "H", "H", "H", "H", "C", "O", "C", "C", "N", "C", "C", "O", "C", "H", "H", "H", "H", "H", "H", "H", "H", "H", "H", "H", "H", "H", "H", "H", "C", "O", "C", "C", "N", "C", "C", "O", "C", "H", "H", "H", "H", "H", "H", "H", "H", "H", "H", "H", "H", "H", "H", "H", "C", "O", "C", "C", "N", "C", "C", "O", "C", "H", "H", "H", "H", "H", "H", "H", "H", "H", "H", "H", "H", "H", "H", "H", "C", "O", "C", "C", "N", "C", "C", "O", "C", "H", "H", "H", "H", "H", "H", "H", "H", "H", "H", "H", "H", "H", "H", "H", "C", "O", "C", "C", "N", "C", "C", "O", "C", "H", "H", "H", "H", "H", "H", "H", "H", "H", "H", "H", "H", "H", "H", "H", "C", "O", "C", "C", "N", "C", "C", "O", "C", "H", "H", "H", "H", "H", "H", "H", "H", "H", "H", "H", "H", "H", "H", "H", "C", "O", "C", "C", "N", "C", "C", "O", "C", "H", "H", "H", "H", "H", "H", "H", "H", "H", "H", "H", "H", "H", "H", "H"],
  "coordinates": [[-0.27, -4.45, 1.13], [-0.90, -1.71, -0.01], [-1.82, -2.57, 0.76], [0.34, -2.19, 0.34], [-1.11, -2.00, -1.34], [-1.04, -0.38, 0.23], [-4.25, -0.51, 0.14], [-4.59, 0.49, -0.82], [-5.09, 1.70, -0.27], [-5.35, 2.63, -1.39], [-6.23, 3.74, -0.98], [-6.52, 4.76, -1.99], [-5.56, 5.94, -1.99], [-4.33, 5.46, -2.48], [-3.37, 6.52, -2.43], [-5.11, -1.04, 0.62], [-3.64, -0.01, 0.96], [-3.64, -1.25, -0.38], [-4.38, 2.13, 0.43], [-6.03, 1.51, 0.23], [-5.75, 1.99, -2.18], [-4.39, 3.01, -1.75], [-7.12, 3.37, -0.67], [-7.49, 5.19, -1.78], [-6.58, 4.22, -2.97], [-5.40, 6.39, -0.94], [-5.93, 6.77, -2.69], [-2.39, 6.13, -2.68], [-3.33, 6.91, -1.42], [-3.63, 7.29, -3.15], [5.34, 2.62, 0.59], [4.89, 2.50, 1.95], [3.52, 2.30, 2.12], [3.11, 0.93, 1.60], [3.75, -0.12, 2.43], [3.80, -1.49, 1.88], [4.45, -2.44, 2.84], [5.80, -2.19, 3.01], [6.62, -2.63, 1.88], [4.74, 3.33, 0.01], [5.27, 1.69, 0.07], [6.38, 2.94, 0.61], [2.93, 3.00, 1.48], [3.24, 2.29, 3.18], [3.38, 0.85, 0.51], [1.99, 0.95, 1.62], [4.71, 0.26, 2.57], [4.29, -1.59, 0.90], [2.77, -1.81, 1.83], [4.32, -3.48, 2.48], [4.01, -2.35, 3.83], [7.56, -2.12, 1.96], [6.22, -2.26, 0.95], [6.67, -3.72, 1.79], [3.07, 3.06, -2.26], [2.99, 1.67, -1.96], [1.74, 1.07, -2.28], [1.85, -0.42, -2.08], [2.41, -1.24, -3.14], [3.76, -0.93, -3.50], [4.75, -1.11, -2.35], [6.03, -0.81, -2.86], [7.07, -1.23, -2.05], [2.56, 3.57, -1.45], [2.70, 3.36, -3.23], [4.13, 3.24, -2.18], [1.62, 1.34, -3.35], [0.89, 1.55, -1.71], [0.83, -0.85, -1.92], [2.43, -0.67, -1.19], [1.82, -1.09, -3.93], [3.83, 0.09, -3.92], [4.13, -1.61, -4.32], [4.75, -2.15, -2.03], [4.52, -0.46, -1.50], [7.18, -2.31, -2.01], [7.01, -0.85, -0.98], [8.01, -0.86, -2.42], [-1.25, 2.74, 0.26], [-1.26, 4.00, 0.90], [-2.29, 4.88, 0.47], [-2.67, 5.78, 1.65], [-2.92, 4.89, 2.79], [-3.34, 5.64, 3.97], [-2.42, 6.77, 4.49], [-1.15, 6.28, 4.62], [-0.20, 7.31, 4.81], [-1.28, 2.90, -0.83], [-2.16, 2.13, 0.49], [-0.33, 2.21, 0.55], [-3.23, 4.33, 0.21], [-1.97, 5.47, -0.38], [-3.62, 6.29, 1.45], [-1.89, 6.52, 1.76], [-2.07, 4.45, 3.04], [-3.47, 4.89, 4.78], [-4.27, 6.15, 3.69], [-2.76, 7.17, 5.45], [-2.51, 7.67, 3.83], [-0.44, 8.11, 4.14], [0.78, 6.91, 4.49], [-0.25, 7.71, 5.82], [1.56, -3.46, 3.90], [0.48, -4.37, 3.44], [-0.39, -4.69, 4.55], [-1.84, -4.93, 4.09], [-2.06, -5.76, 2.98], [-3.37, -5.67, 2.39], [-3.37, -6.44, 1.10], [-2.48, -5.74, 0.14], [-3.20, -5.17, -0.98], [2.39, -4.03, 4.30], [1.23, -2.68, 4.57], [1.88, -2.98, 2.99], [-0.45, -3.92, 5.33], [0.01, -5.56, 5.06], [-2.32, -3.97, 3.92], [-2.32, -5.31, 5.00], [-1.90, -6.75, 3.19], [-3.75, -4.64, 2.26], [-4.18, -6.09, 3.08], [-4.34, -6.50, 0.65], [-2.88, -7.41, 1.07], [-3.68, -5.96, -1.58], [-2.52, -4.71, -1.64], [-4.00, -4.48, -0.73], [-2.11, -4.73, -5.14], [-1.58, -4.85, -3.80], [-0.23, -5.22, -3.76], [0.11, -5.56, -2.30], [0.43, -4.32, -1.47], [1.90, -3.94, -1.60], [2.72, -4.98, -0.84], [2.24, -5.12, 0.51], [3.03, -6.03, 1.27], [-1.59, -3.94, -5.67], [-3.19, -4.51, -5.05], [-1.98, -5.70, -5.64], [0.39, -4.38, -4.13], [-0.03, -6.11, -4.37], [1.02, -6.17, -2.27], [-0.75, -6.15, -1.95], [-0.24, -3.59, -1.76], [2.13, -2.96, -1.17], [2.16, -3.76, -2.63], [3.76, -4.63, -0.89], [2.75, -5.98, -1.27], [2.82, -7.03, 0.90], [2.69, -5.96, 2.29], [4.08, -5.74, 1.18], [1.63, 3.42, -6.96], [2.21, 2.36, -6.24], [2.55, 1.13, -6.87], [1.39, 0.16, -7.03], [0.73, -0.07, -5.76], [-0.60, -0.59, -5.94], [-1.45, -0.57, -4.67], [-1.51, 0.77, -4.26], [-2.34, 0.98, -3.14], [0.54, 3.33, -6.97], [2.04, 3.47, -7.97], [1.91, 4.34, -6.46], [3.32, 0.72, -6.21], [3.01, 1.33, -7.83], [1.79, -0.79, -7.47], [0.69, 0.63, -7.77], [0.61, 0.86, -5.34], [-0.49, -1.67, -6.21], [-1.13, -0.02, -6.73], [-1.04, -1.17, -3.88], [-2.45, -1.00, -4.91], [-2.38, 2.06, -3.03], [-1.95, 0.54, -2.19], [-3.38, 0.67, -3.26], [-2.61, 1.50, 4.53], [-2.44, 0.13, 4.96], [-2.05, -0.74, 3.91], [-0.57, -0.68, 3.66], [0.03, -0.80, 4.98], [1.34, -0.16, 5.20], [1.38, 1.36, 4.94], [0.36, 1.90, 5.71], [0.17, 3.26, 5.32], [-2.67, 2.00, 5.48], [-3.50, 1.53, 3.91], [-1.77, 1.89, 3.95], [-2.55, -0.42, 2.98], [-2.45, -1.73, 4.17], [-0.30, 0.21, 3.18], [-0.32, -1.48, 2.94], [-0.65, -0.40, 5.62], [2.04, -0.69, 4.55], [1.62, -0.29, 6.30], [1.31, 1.72, 3.86], [2.42, 1.71, 5.25], [-0.01, 3.25, 4.25], [1.08, 3.84, 5.51], [-0.62, 3.70, 5.94]],
  "lowdin_charge": [1.636, -1.380, -0.038, 0.056, 0.145, 0.198, -0.092, -0.200, -0.234, -0.211, -0.048, -0.213, -0.242, -0.213, -0.108, 0.098, 0.084, 0.068, 0.101, 0.121, 0.124, 0.103, 0.103, 0.110, 0.132, 0.142, 0.140, 0.082, 0.070, 0.090, -0.064, -0.179, -0.234, -0.206, -0.013, -0.205, -0.272, -0.163, -0.055, 0.080, 0.056, 0.099, 0.133, 0.100, 0.094, 0.112, 0.129, 0.105, 0.086, 0.116, 0.117, 0.089, 0.047, 0.091, -0.077, -0.228, -0.180, -0.193, -0.056, -0.204, -0.219, -0.171, -0.139, 0.083, 0.087, 0.078, 0.117, 0.128, 0.106, 0.099, 0.072, 0.116, 0.140, 0.110, 0.102, 0.082, 0.096, 0.086, -0.097, -0.199, -0.207, -0.193, -0.042, -0.185, -0.275, -0.199, -0.091, 0.081, 0.083, 0.078, 0.121, 0.098, 0.122, 0.111, 0.070, 0.118, 0.112, 0.123, 0.122, 0.073, 0.100, 0.092, -0.033, -0.366, -0.173, -0.224, -0.115, -0.200, -0.146, -0.305, -0.071, 0.097, 0.064, 0.053, 0.136, 0.126, 0.111, 0.139, 0.147, 0.141, 0.149, 0.122, 0.129, 0.106, 0.045, 0.100, -0.054, -0.223, -0.224, -0.143, -0.109, -0.148, -0.192, -0.306, -0.070, 0.072, 0.098, 0.090, 0.130, 0.127, 0.107, 0.110, 0.083, 0.094, 0.105, 0.128, 0.119, 0.101, 0.084, 0.098, -0.106, -0.216, -0.207, -0.211, -0.065, -0.209, -0.223, -0.183, -0.102, 0.087, 0.090, 0.086, 0.113, 0.118, 0.136, 0.122, 0.098, 0.117, 0.122, 0.096, 0.135, 0.080, 0.091, 0.086, -0.051, -0.198, -0.209, -0.190, -0.057, -0.165, -0.259, -0.189, -0.094, 0.093, 0.089, 0.070, 0.114, 0.117, 0.090, 0.106, 0.096, 0.085, 0.142, 0.105, 0.140, 0.072, 0.094, 0.095]
}